Record 1
Molecular formula: C5H6N2
Method: DFT, wB97M-V/def2-TZVPD

Calculated values
DFT total energy: -303.49031 a.u.
SMILES: [H]/N=C/C1=CC=NC1
HOMO-LUMO gap (spin up / spin down): 6.74 / 8.07 eV
Net charge: 0
Energy above the lowest of the compared OMol25 structures with the same formula, charge and spin: 382.7 kJ/mol

```
13
Properties=species:S:1:pos:R:3:forces:R:3
N 1.738 0.021 0.773 3.217 1.496 -1.048
H -3.320 -0.226 0.163 0.140 0.064 0.186
H -1.540 -1.566 0.584 0.004 0.123 0.141
H 0.873 -1.925 0.537 0.007 0.029 -0.042
C -0.102 -0.153 -0.226 -3.566 0.066 -2.447
H 2.088 2.076 0.410 -0.165 0.022 0.197
C 0.305 1.189 -0.565 -1.474 -1.989 0.505
C 1.453 1.226 0.191 2.130 -1.700 1.510
C 1.052 -1.025 -0.049 -0.246 1.474 2.216
C -1.441 -0.548 0.191 0.857 -0.305 -1.531
H 1.615 -1.258 -0.958 -0.009 0.220 0.140
H -0.293 1.975 -0.986 -0.103 0.085 0.078
N -2.428 0.213 -0.064 -0.791 0.415 0.095
```
Forces are in eV/Å.



Record 2
Molecular formula: C4H9N3O2
Method: DFT, wB97M-V/def2-TZVPD

Calculated values
DFT total energy: -472.57446 a.u.
SMILES: CN(C(=O)O)/C(N)=C\N
HOMO-LUMO gap: 8.13 eV
Net charge: 0
Energy above the lowest of the compared OMol25 structures with the same formula, charge and spin: 50.3 kJ/mol

```
18
Properties=species:S:1:pos:R:3:forces:R:3
N 1.673 1.502 0.032 0.056 0.065 0.206
H -3.308 -0.260 0.446 0.210 0.162 -0.179
H 1.862 -0.186 -2.042 -0.001 0.090 -0.010
H 1.161 2.328 0.311 -0.029 0.086 -0.150
H -0.835 -0.662 2.348 0.438 0.183 -0.056
C -1.530 0.275 0.065 -0.359 0.399 -0.387
N 0.338 -1.558 -1.626 -0.061 -0.219 -0.156
H 0.218 -1.741 -2.616 -0.097 0.033 0.229
C 0.812 0.455 -0.347 -0.036 -0.299 -0.432
H 2.336 1.727 -0.697 0.027 0.046 0.082
C 0.059 -0.220 1.889 0.068 -0.181 0.625
H 0.411 0.635 2.489 -0.112 -0.389 -0.089
H -0.542 -1.621 -1.136 -0.012 -0.089 -0.150
O -1.852 0.838 -0.955 -0.148 -0.029 -0.275
O -2.428 -0.395 0.821 -0.067 -0.219 0.570
C 1.031 -0.373 -1.374 0.129 0.374 0.357
N -0.268 0.226 0.553 0.220 -0.188 -0.255
H 0.861 -0.969 1.838 -0.226 0.175 0.069
```
Forces are in eV/Å.



Record 3
Molecular formula: C4H5ClFN2O2
Method: DFT, wB97M-V/def2-TZVPD

Calculated values
DFT total energy: -975.40228 a.u.
HOMO-LUMO gap: 8.74 eV
Net charge: -1
Energy above the lowest of the compared OMol25 structures with the same formula, charge and spin: 142.0 kJ/mol

```
15
Properties=species:S:1:pos:R:3:forces:R:3
O -0.528 -0.835 -2.392 -0.067 0.099 0.284
C 0.792 -0.901 0.985 0.191 0.138 0.032
H 0.317 -0.701 1.955 0.171 0.106 -0.277
C -0.523 0.965 -0.207 0.709 0.188 -0.731
Cl -2.923 0.888 0.316 0.550 -0.160 0.081
H 1.713 -0.313 0.880 -0.199 -0.239 0.125
H -0.906 1.330 -1.158 0.004 0.121 0.915
O 1.260 -1.664 -1.550 0.013 -0.078 0.158
F 1.110 1.688 -1.172 -0.843 -0.970 1.004
C -0.224 1.750 0.988 -0.405 0.642 -0.537
H -1.136 -1.074 0.062 0.400 0.575 -0.142
N 0.225 -1.038 -1.464 0.357 0.252 -0.520
N -0.004 2.399 1.918 -0.034 -0.637 -0.580
C -0.187 -0.522 -0.106 -0.866 -0.327 0.283
H 1.014 -1.973 0.945 0.018 0.289 -0.097
```
Forces are in eV/Å.



Record 4
Molecular formula: C25H31BN11PdS2
Method: DFT, wB97M-V/def2-TZVPD

Calculated values
DFT total energy: -2522.74870 a.u.
HOMO-LUMO gap: 3.88 eV
Net charge: -1

```
71
Properties=species:S:1:pos:R:3:forces:R:3
S 2.381 -1.691 0.798 0.118 -0.101 0.266
C -1.395 1.858 1.682 -0.078 0.044 0.045
C 3.756 2.606 -1.619 -0.006 -0.005 -0.028
C 1.989 -2.032 -0.892 -0.214 -0.087 -0.081
C -0.998 1.153 -2.386 -0.034 -0.013 -0.173
H -1.623 0.195 4.386 -0.005 -0.044 -0.016
H -1.380 2.950 -0.170 0.011 0.001 -0.037
N -1.372 0.638 3.521 -0.031 0.034 -0.024
H 4.855 -1.447 -1.442 -0.003 -0.011 0.011
B 0.267 -4.069 -0.718 -0.063 -0.065 -0.032
H -1.073 -3.042 -2.931 0.024 0.059 -0.001
N -2.804 -1.976 -0.408 0.087 0.073 0.022
N -0.409 0.224 -2.024 0.003 0.137 0.331
H 3.825 -0.130 -0.889 0.008 -0.062 -0.010
N -4.259 2.261 -3.020 -0.022 -0.005 0.006
C 2.147 2.244 0.741 -0.037 -0.020 0.017
H 4.422 1.749 -1.545 0.001 0.053 -0.010
C -2.655 3.845 1.326 0.009 -0.006 -0.017
C 2.679 -2.437 -3.035 -0.013 0.004 -0.040
C -1.697 2.280 -2.852 0.036 0.016 0.089
S -1.950 -3.225 1.832 0.106 0.189 0.198
H 4.043 3.219 -2.473 0.014 0.011 0.014
H 0.174 -5.046 -1.442 0.008 -0.042 0.032
H 0.513 -4.344 0.421 0.026 0.064 0.016
H -4.157 -0.414 -0.359 0.005 -0.011 -0.019
C -2.600 -1.967 -1.774 -0.124 -0.132 -0.039
H -4.633 -1.833 0.614 0.021 -0.011 0.022
H -3.873 4.510 2.969 0.001 -0.002 0.000
C 1.786 -3.375 -2.680 0.075 -0.061 0.014
N -0.311 4.376 -3.368 0.017 -0.034 0.072
N -0.544 0.786 1.461 -0.062 -0.139 -0.089
N 2.811 -1.572 -1.945 0.025 0.018 0.028
C -3.106 2.270 -2.944 0.023 -0.016 -0.012
H 1.114 4.611 0.369 -0.002 0.011 -0.019
H 4.957 3.704 -0.345 0.000 -0.007 -0.001
H 3.872 3.260 1.702 0.011 0.005 -0.008
C 2.260 2.206 -1.638 -0.090 0.019 0.029
H 3.383 5.281 0.428 0.007 -0.013 0.003
H -3.347 -0.767 1.186 -0.011 -0.004 0.017
C -1.562 -2.792 -2.006 -0.046 -0.006 0.023
N 1.376 -3.184 -1.380 -0.080 0.019 -0.039
H 3.440 5.220 -1.348 0.015 0.012 0.018
C -3.798 -1.206 0.298 0.000 0.012 -0.022
N 3.978 3.438 -0.386 0.002 0.031 0.002
N 1.578 2.781 -0.485 -0.033 0.019 0.002
H 4.258 -0.258 -2.630 -0.001 -0.002 -0.001
C -1.929 1.781 2.979 0.039 -0.082 -0.010
C -1.767 2.902 0.839 0.061 0.023 -0.021
H 1.590 2.633 1.594 -0.014 0.011 -0.006
C 3.138 4.682 -0.449 -0.015 0.003 0.007
H 1.390 -4.192 -3.259 -0.009 0.007 0.007
H 2.036 1.155 0.732 -0.022 0.003 0.007
C -3.172 3.759 2.627 0.016 -0.046 0.015
C 3.640 2.633 0.841 0.006 -0.022 0.066
C -1.899 -2.810 0.186 -0.074 -0.177 -0.164
C -0.577 0.086 2.558 0.042 -0.092 0.024
H -3.233 2.649 4.474 0.006 -0.004 -0.002
H -3.197 -1.361 -2.433 0.015 0.013 -0.006
H 1.178 4.608 -1.400 -0.060 -0.016 -0.012
H -0.039 -0.840 2.699 -0.045 -0.067 0.010
C 4.002 -0.812 -1.721 0.011 -0.060 0.018
Pd 0.565 -0.659 -0.206 0.279 0.341 -0.398
H 1.795 2.573 -2.549 -0.113 0.017 -0.056
H 3.194 -2.264 -3.965 -0.004 -0.003 0.001
H 4.295 1.761 0.844 -0.009 -0.014 -0.018
H -2.974 4.655 0.683 0.002 -0.003 0.001
C -0.965 3.444 -3.143 0.138 0.017 -0.018
C -2.820 2.723 3.476 -0.040 0.060 -0.010
H 2.140 1.122 -1.593 -0.043 0.011 -0.023
C 1.655 4.229 -0.497 0.025 -0.024 -0.050
N -1.111 -3.296 -0.804 0.114 0.171 0.080
```
Forces are in eV/Å.



Record 5
Molecular formula: C4H5Cl4O2P
Method: DFT, wB97M-V/def2-TZVPD

Calculated values
DFT total energy: -2488.07227 a.u.
SMILES: CC[C@@](Cl)(C(=O)Cl)P(=O)(Cl)Cl
HOMO-LUMO gap: 10.38 eV
Net charge: 0
Energy above the lowest of the compared OMol25 structures with the same formula, charge and spin: 33.6 kJ/mol

```
16
Properties=species:S:1:pos:R:3:forces:R:3
H -0.292 -0.720 1.143 -0.766 -0.271 -0.209
Cl -1.393 3.167 0.252 1.082 1.262 -0.537
H -0.160 0.993 1.164 0.748 0.360 0.456
O -2.647 1.961 -1.647 1.508 -0.432 0.434
C -1.931 0.651 0.171 1.327 -5.792 1.936
Cl -2.859 -2.286 0.949 0.394 -0.558 0.991
H 0.275 1.131 -1.248 0.408 0.121 -0.043
Cl -4.725 -0.302 -0.412 -0.909 0.083 -0.314
O -2.411 -1.457 -1.755 0.063 0.240 0.580
C -1.956 1.801 -0.679 -2.939 2.331 -1.648
C 0.337 0.152 -0.776 -0.825 -2.007 -1.724
H 1.394 -0.255 -0.839 -1.344 0.616 0.580
Cl -2.807 1.052 1.636 -0.249 -0.069 1.059
C -0.430 0.168 0.533 -0.456 1.561 -0.342
P -2.851 -0.929 -0.457 0.395 1.538 -1.868
H -0.331 -0.532 -1.442 1.564 1.018 0.647
```
Forces are in eV/Å.



Record 6
Molecular formula: C8H11NO
Method: DFT, wB97M-V/def2-TZVPD

Calculated values
DFT total energy: -441.29530 a.u.
HOMO-LUMO gap: 10.50 eV
Net charge: 0
Energy above the lowest of the compared OMol25 structures with the same formula, charge and spin: 399.8 kJ/mol

```
21
Properties=species:S:1:pos:R:3:forces:R:3
O 3.311 0.910 1.056 2.863 -1.470 -1.197
H 0.254 1.652 0.941 -0.095 -0.190 -0.246
C -1.854 -0.119 -0.473 -0.247 -0.053 -0.032
H -1.416 1.916 -1.438 -0.013 -0.144 0.253
C -1.556 1.381 -0.487 -0.103 0.218 -0.051
C -0.575 -0.939 -0.928 0.161 -0.315 -0.166
H -1.658 -0.058 1.861 0.127 -0.049 -0.280
H 2.584 0.784 1.674 0.460 -1.001 0.046
H -0.559 -1.535 -1.845 0.040 0.159 0.258
C -1.151 -0.239 0.907 -0.134 0.023 0.230
C -0.552 -1.578 0.478 0.158 -0.208 0.142
C 0.471 0.189 -0.801 0.143 1.037 0.283
H -2.276 1.920 0.144 0.178 -0.153 -0.170
N 2.821 -0.914 -0.553 -3.725 2.238 -0.032
H -2.832 -0.564 -0.690 0.303 0.114 0.051
H -1.299 -2.379 0.571 0.175 0.208 -0.037
H 3.786 -0.038 0.587 -2.721 3.810 2.600
H 0.543 0.795 -1.716 -0.044 -0.103 0.252
H 0.408 -1.916 0.892 -0.223 0.088 -0.171
C 1.850 -0.222 -0.485 2.622 -4.435 -1.841
C -0.301 0.953 0.306 0.077 0.227 0.108
```
Forces are in eV/Å.